(1)
Density functional theory data (ωB97M-V/def2-TZVPD) for a molecular structure, C3H4NaO at a distorted geometry.

The geometry in ORCA input format:
```
! RIJCOSX wB97M-V def2-TZVPD def2/J DEFGRID3
* xyz 1 1
C -1.024 -1.156 0.203
C -0.905 0.193 0.222
C 0.333 0.599 -0.442
O 1.477 0.538 -0.019
Na 3.572 0.899 -0.506
H -0.690 -1.755 -0.647
H -1.414 -1.697 1.066
H -0.057 1.576 -0.917
H -1.291 0.802 1.041
*
```

Summary:
Highest occupied orbital energy, eV: -13.38
E_tot, eV: -9631.5550
Relative energy (zero: lowest compared OMol25 entry of this formula, charge and spin), kJ/mol: 0.0
E_LUMO, hartree: -0.1681
Largest force on an atom, eV/Å: 6.86
M, g/mol: 79.1

natural (NBO) population analysis, charges in e, atoms 1 to 2: -0.27 -0.36

(2)
Density functional theory data (ωB97M-V/def2-TZVPD) for a single C3H4O molecule at a distorted geometry.

The geometry in ORCA input format:
```
! RIJCOSX wB97M-V def2-TZVPD def2/J DEFGRID3
* xyz 0 1
C -1.824 -0.205 0.411
C -0.738 0.120 -0.078
C 0.646 0.116 -0.610
O 1.542 0.487 0.460
H -2.677 -0.516 1.019
H 0.965 -0.838 -1.030
H 0.719 0.918 -1.370
H 1.367 -0.082 1.199
*
```

Summary:
Highest occupied orbital energy, eV: -10.23
E_tot, eV: -5220.6886
Relative energy (zero: lowest compared OMol25 entry of this formula, charge and spin), kJ/mol: 139.7
Structure (SMILES): C#CCO
E_LUMO, hartree: 0.0333
Largest force on an atom, eV/Å: 3.36
M, g/mol: 56.1

natural (NBO) population analysis, charges in e, atoms 1 to 2: -0.24 -0.05

(3)
Density functional theory data (ωB97M-V/def2-TZVPD) for a single C3H4O molecule.

The geometry in ORCA input format:
```
! RIJCOSX wB97M-V def2-TZVPD def2/J DEFGRID3
* xyz 0 1
O 0.358 -1.883 0.011
C 0.729 -0.594 0.178
C -0.087 0.485 0.172
C -1.039 1.436 0.127
H -0.596 -1.897 -0.142
H 1.810 -0.475 0.170
H 0.351 1.081 -0.692
H -1.337 1.925 1.070
*
```

Summary:
Highest occupied orbital energy (spin up / spin down), eV: -7.61 / -7.61
E_tot, eV: -5217.5248
Relative energy (zero: lowest compared OMol25 entry of this formula, charge and spin), kJ/mol: 445.0
E_LUMO (spin up / spin down), hartree: 0.0144 / 0.0144
Largest force on an atom, eV/Å: 0.82
M, g/mol: 56.1

natural (NBO) population analysis, charges in e, atoms 1 to 2: -0.65 0.13

(4)
Density functional theory data (ωB97M-V/def2-TZVPD) for 2 unconnected molecules or ions with the total composition C3H4O at a distorted geometry.

The geometry in ORCA input format:
```
! RIJCOSX wB97M-V def2-TZVPD def2/J DEFGRID3
* xyz 0 1
C -1.738 1.422 0.112
C -1.508 0.369 -0.422
H -1.939 2.366 0.580
H -1.533 -0.573 -0.894
C 1.783 0.791 -0.021
O 2.039 -0.345 0.244
H 1.387 1.493 0.798
H 1.780 1.195 -0.959
*
```

Summary:
Highest occupied orbital energy, eV: -10.05
E_tot, eV: -5219.8932
Relative energy (zero: lowest compared OMol25 entry of this formula, charge and spin), kJ/mol: 216.5
Structure (SMILES): C#C.C=O
E_LUMO, hartree: 0.0375
Largest force on an atom, eV/Å: 4.24
M, g/mol: 56.1

natural (NBO) population analysis, charges in e, atoms 1 to 2: -0.24 -0.23

(5)
Density functional theory data (ωB97M-V/def2-TZVPD) for 2 unconnected molecules or ions with the total composition C3H4O at a distorted geometry.

The geometry in ORCA input format:
```
! RIJCOSX wB97M-V def2-TZVPD def2/J DEFGRID3
* xyz 0 1
C 1.068 0.508 -0.552
C 0.993 -0.709 -0.144
C 0.042 0.123 0.410
O -1.859 0.064 -0.363
H 1.282 1.490 -1.006
H 1.159 -1.753 -0.107
H -0.487 0.471 1.301
H -2.197 -0.194 0.462
*
```

Summary:
Highest occupied orbital energy, eV: -8.95
E_tot, eV: -5217.9393
Relative energy (zero: lowest compared OMol25 entry of this formula, charge and spin), kJ/mol: 405.0
E_LUMO, hartree: 0.0314
Largest force on an atom, eV/Å: 3.86
M, g/mol: 56.1

natural (NBO) population analysis, charges in e, atoms 1 to 2: -0.11 -0.14

(6)
Density functional theory data (ωB97M-V/def2-TZVPD) for 3 unconnected molecules or ions with the total composition C3H4O at a distorted geometry.

The geometry in ORCA input format:
```
! RIJCOSX wB97M-V def2-TZVPD def2/J DEFGRID3
* xyz 0 1
C 0.096 0.386 -0.101
C 1.670 0.590 -2.927
C -0.143 -0.079 1.230
O 0.657 0.266 -2.646
H 0.576 -0.947 1.212
H 0.069 0.304 2.245
H -1.120 -0.488 1.444
H -1.805 -0.032 -0.457
*
```

Summary:
Highest occupied orbital energy (spin up / spin down), eV: -8.61 / -8.62
E_tot, eV: -5214.8879
Relative energy (zero: lowest compared OMol25 entry of this formula, charge and spin), kJ/mol: 699.4
E_LUMO (spin up / spin down), hartree: -0.0300 / -0.0298
Largest force on an atom, eV/Å: 3.35
M, g/mol: 56.1

natural (NBO) population analysis, charges in e, atoms 1 to 2: 0.19 0.48

(7)
Density functional theory data (ωB97M-V/def2-TZVPD) for 2 unconnected molecules or ions with the total composition C3H4O2 at a distorted geometry.

The geometry in ORCA input format:
```
! RIJCOSX wB97M-V def2-TZVPD def2/J DEFGRID3
* xyz -1 2
O 3.379 -0.101 0.035
C 2.272 -0.526 0.071
O 1.164 0.196 0.000
C -0.065 -0.454 -0.046
C -1.160 0.166 0.394
H -0.040 -1.476 -0.431
H -2.082 -0.413 0.459
H -1.105 1.126 0.910
H -2.362 1.483 -1.393
*
```

Summary:
Highest occupied orbital energy (spin up / spin down), eV: -2.69 / -0.76
Expectation value of S²: 0.7875
E_tot, eV: -7266.0137
E_LUMO (spin up / spin down), hartree: 0.1540 / 0.0836
Largest force on an atom, eV/Å: 1.97
M, g/mol: 72.1

natural (NBO) population analysis, charges in e, atoms 1 to 2: -0.61 0.51

(8)
Density functional theory data (ωB97M-V/def2-TZVPD) for a molecular structure, C3H4O2 at a distorted geometry.

The geometry in ORCA input format:
```
! RIJCOSX wB97M-V def2-TZVPD def2/J DEFGRID3
* xyz 0 1
C -0.183 0.624 -0.506
C -1.206 0.583 0.418
C -0.400 -0.723 -0.729
O -1.344 -0.895 0.195
O 2.246 -0.021 0.405
H 0.368 1.484 -0.753
H -1.780 0.951 1.267
H 0.009 -1.525 -1.471
H 2.290 -0.478 1.176
*
```

Summary:
Highest occupied orbital energy (spin up / spin down), eV: -9.39 / -8.03
E_tot, eV: -7263.8722
Relative energy (zero: lowest compared OMol25 entry of this formula, charge and spin), kJ/mol: 657.4
E_LUMO (spin up / spin down), hartree: -0.0102 / -0.0637
Largest force on an atom, eV/Å: 4.91
M, g/mol: 72.1

natural (NBO) population analysis, charges in e, atoms 1 to 2: -0.40 0.11